# 1
Formula: C18H35ClN2O4
Source: the OMol25 dataset
Level of theory: the ωB97M-V functional and the def2-TZVPD basis

Geometry (Å):
Cl  -0.75028  -2.14600  0.93164
O  -6.56936  2.34091  -1.03429
O  -1.25381  0.47168  1.06227
O  6.78621  -1.74119  0.16965
O  2.24836  0.01714  1.71504
N  -6.08929  3.95313  -2.54868
N  7.19336  -3.94833  0.49135
C  -5.01260  -0.95311  1.54382
C  -1.90258  -0.74829  1.13271
C  3.44877  -1.00773  -0.18690
C  1.90656  3.09650  0.29431
C  7.62891  -4.11912  -0.88388
C  -0.09067  0.67679  1.85008
C  2.76402  -1.18233  1.16050
C  -4.17015  1.33226  0.80893
C  7.19136  -5.08566  1.38515
C  -2.96497  -0.80110  0.04948
C  -4.29192  -0.15284  0.44858
C  6.80164  -2.72081  0.88841
C  1.58674  1.98488  0.60513
C  1.19598  0.62011  0.99404
C  -4.86760  3.27430  -2.94848
C  -6.84566  3.38798  -1.58845
C  -6.45137  5.20148  -3.18383
C  4.36642  0.21874  -0.27111
H  -3.12312  -1.84351  -0.22481
H  -6.09271  -0.85587  1.43035
H  3.99098  -1.92232  -0.43215
H  2.66974  -0.91969  -0.95196
H  -2.33508  -0.88905  2.12670
H  3.48782  -1.54513  1.89333
H  -4.19356  3.16464  -2.09857
H  -4.73809  -0.62280  2.54601
H  6.48728  -2.68625  1.94566
H  6.83009  -3.85141  -1.57594
H  -4.37830  3.85742  -3.72505
H  -4.79453  -2.01949  1.44721
H  -5.09064  2.27742  -3.32956
H  0.94756  0.08143  0.07541
H  6.83738  -4.77302  2.36585
H  -3.33103  1.77448  0.26671
H  6.53231  -5.87290  1.01331
H  -0.19843  1.67947  2.26213
H  -4.92789  -0.19755  -0.44006
H  -3.95308  1.47585  1.86910
H  8.48415  -3.47792  -1.09809
H  -7.38724  5.56320  -2.76183
H  5.32772  -0.05219  -0.70196
H  8.19672  -5.49766  1.49431
H  -0.01701  -0.02463  2.68261
H  -2.54035  -0.30065  -0.82477
H  4.56397  0.62825  0.71978
H  2.15843  4.10791  0.08474
H  -5.68150  5.95841  -3.02122
H  -7.74934  3.97036  -1.34375
H  -5.06537  1.86637  0.50559
H  3.92235  1.00925  -0.87409
H  -6.58430  5.06695  -4.25920
H  1.97890  -1.94008  1.08763
H  7.90808  -5.15872  -1.03888

## Properties
- Calculated total energy: -1577.4185 a.u.
- E_LUMO: 0.027 Eh
- Kohn-Sham gap: 10.11 eV
- SMILES string: C#C[C@H](CO[C@H](Cl)CC(C)C)OCCC.CN(C)C=O.CN(C)C=O

# 2
Formula: C18H35FN5O2PbS2Si
Source: the OMol25 dataset
Level of theory: the ωB97M-V functional and the def2-TZVPD basis

Geometry (Å):
Pb  1.23701  -0.00609  0.11155
S  0.43278  -1.90832  -2.05480
S  2.29005  -1.72294  2.43803
Si  0.02388  2.65853  1.70684
F  -0.42120  -1.75757  1.24940
O  2.37730  1.46283  -2.26737
O  -0.33218  1.46205  -1.61345
N  -1.28716  -3.71594  -3.07135
N  -1.81805  -3.03177  -1.06750
N  4.75097  -0.93440  1.80314
N  -0.28597  0.96121  1.41311
N  4.31790  -1.19967  4.03008
C  0.16466  3.04225  3.53211
C  -2.38530  -1.88243  2.55010
C  1.69946  3.03836  0.93091
C  -1.68261  1.00558  -1.57812
C  -1.41512  -1.10585  1.96822
C  -2.37427  0.88317  2.74305
C  -0.64721  -3.81095  -4.36269
C  -1.32384  0.28394  2.02652
C  -2.83727  -4.03912  -1.33386
C  -2.55010  -4.39899  -2.80189
C  0.11604  1.65186  -2.95133
C  3.87540  -1.25533  2.76930
C  -3.37902  0.13713  3.34034
C  -0.92991  -2.91722  -2.06178
C  1.46053  2.32024  -2.92132
C  -3.39732  -1.24693  3.25721
C  3.69615  1.97503  -2.28762
C  -1.22477  3.78346  0.88770
H  -1.25592  3.59745  -0.18770
H  0.26439  -3.22103  -4.34902
H  -2.34222  1.75208  -2.02849
H  0.56839  4.05050  3.65688
H  -2.40837  1.96018  2.82982
H  0.85392  2.34502  4.01476
H  -3.32490  -4.03566  -3.48097
H  2.50418  2.33155  1.16027
H  -0.77969  2.99929  4.07333
H  -0.94164  4.82937  1.03348
H  -1.31134  -3.43525  -5.14402
H  -4.16064  0.65363  3.88188
H  -2.32992  -2.96053  2.46677
H  5.68233  -0.61074  2.00213
H  -4.17625  -1.82454  3.73364
H  -1.77860  0.05802  -2.11578
H  3.67595  -1.42883  4.76837
H  -3.83709  -3.63220  -1.19550
H  4.04376  2.11964  -3.31468
H  4.34044  1.24330  -1.80362
H  -2.71598  -4.90010  -0.67555
H  -0.59213  2.28759  -3.49361
H  1.39691  3.27711  -2.38774
H  4.48424  -1.06502  0.84511
H  -0.39995  -4.85072  -4.57929
H  1.78826  2.52680  -3.94674
H  2.03509  3.99652  1.33641
H  -1.95058  0.86695  -0.53396
H  -2.43907  -5.47256  -2.95346
H  -1.65754  -2.58655  -0.18155
H  3.75965  2.92802  -1.75200
H  5.28043  -1.02330  4.26303
H  -2.23573  3.66310  1.28010
H  0.17830  0.68137  -3.45380
H  1.63042  3.14741  -0.15305

## Properties
- Calculated total energy: -2509.6243 a.u.
- E_LUMO: -0.079 Eh
- Kohn-Sham gap: 7.83 eV
- Charge: +1

# 3
Formula: C18H36BNO7
Source: the OMol25 dataset
Level of theory: the ωB97M-V functional and the def2-TZVPD basis

Geometry (Å):
O  0.61065  -6.29707  3.91818
O  1.53857  -4.55657  2.79275
O  3.22074  6.06832  -0.41958
O  -6.75129  -2.81433  -0.95157
O  4.25419  4.08324  -0.81615
O  -0.54137  -4.40690  3.40240
O  2.43063  4.08921  0.36498
N  -6.52320  -0.88332  -2.45986
C  2.78114  -5.25666  2.81615
C  -3.86376  1.86506  -2.09701
C  -2.57497  2.49483  -1.40328
C  1.14510  -0.91542  -2.43748
C  0.07498  -2.05864  -2.12075
C  -0.28347  -2.24459  -0.57121
C  -6.57938  -1.78626  -1.56518
C  -1.70065  -4.92909  4.06459
C  1.40069  4.81287  1.03600
C  6.27805  5.41488  -0.59570
C  3.29164  4.86818  -0.30966
C  0.53892  -5.20180  3.41545
C  5.28740  4.76271  -1.54134
C  -0.33232  1.31172  -2.27927
C  0.90697  0.45791  -1.66537
C  -1.40524  1.46251  -1.08767
C  -4.52159  0.62765  -1.31605
C  -1.57899  -4.78586  5.56981
B  -5.10803  -0.37820  -2.46651
H  -1.74692  0.41234  -0.83133
H  1.85163  1.09332  -1.77792
H  -2.87737  3.13713  -0.50218
H  3.18394  -5.26700  3.83113
H  -4.65707  2.69252  -2.13098
H  1.82336  5.37322  1.87259
H  -1.40570  -2.06738  -0.44798
H  -0.75973  -5.39359  5.95949
H  -4.40782  -0.70024  -3.38130
H  0.54306  -3.04967  -2.46242
H  -1.87835  -5.96692  3.77140
H  -3.69773  1.55839  -3.18828
H  0.68567  4.08944  1.42823
H  5.80436  6.20701  -0.01218
H  0.87533  5.48224  0.35224
H  6.66697  4.68319  0.11670
H  1.07963  -0.66369  -3.55699
H  -0.80599  1.85690  -0.19124
H  0.05964  2.36354  -2.47734
H  -0.88894  -1.96187  -2.72643
H  -3.82446  0.08635  -0.60307
H  5.79952  4.00563  -2.13793
H  3.47800  -4.72131  2.17120
H  0.73689  0.34115  -0.54603
H  -1.36356  -3.74921  5.84028
H  -2.14177  3.24752  -2.15710
H  -5.38513  1.03667  -0.67841
H  0.34298  -1.63227  0.14393
H  7.11188  5.84906  -1.15042
H  -0.10391  -3.34331  -0.29301
H  -0.74535  0.79213  -3.19689
H  -2.50188  -5.09745  6.06245
H  2.17613  -1.36764  -2.28754
H  -2.55170  -4.34371  3.71188
H  4.85797  5.48730  -2.23793
H  2.67101  -6.27417  2.43671

## Properties
- ΔE to the lowest compared entry with this formula, charge and spin: 0.0 kJ/mol
- Calculated total energy: -1313.7034 a.u.
- E_LUMO: 0.009 Eh
- Kohn-Sham gap: 10.45 eV
- SMILES string: CCCCCCCCCBN=C=O.CCOC(=O)OC.CCOC(=O)OC

no.,HOMO energy (eV)
1,-9.38
2,-9.98
3,-10.20